Formula: C9H21O3P
Source: the Open Molecules 2025 dataset
Level of theory: ωB97M-V with the def2-TZVPD basis set

Last column: natural (NBO) charge in e.
Cartesian coordinates (Å):
C -4.044 -0.602 -0.373  -0.645
C -2.802 -1.393 -0.221  -0.075
O -1.688 -0.646 -0.756  -0.852
P -1.100 0.468 0.226  2.002
C -1.651 2.079 -0.637  -1.013
O -1.483 0.383 1.623  -1.108
C 0.998 0.312 -0.557  0.222
C 1.383 1.790 -0.802  -0.672
O 0.823 -0.312 -1.781  -0.745
C 1.799 -0.434 0.503  -0.150
C 2.255 0.530 1.643  -0.622
C 3.096 -0.745 -0.238  -0.609
C 1.137 -1.754 0.908  -0.618
H -4.956 -1.278 -0.323  0.225
H -3.886 0.146 0.485  0.230
H -4.023 -0.154 -1.288  0.210
H -2.751 -2.395 -0.707  0.184
H -2.611 -1.685 0.842  0.200
H -0.995 2.864 -0.417  0.247
H -1.938 1.620 -1.531  0.246
H -2.670 2.441 -0.225  0.239
H 0.842 2.195 -1.685  0.238
H 2.454 1.914 -0.823  0.215
H 1.142 2.282 0.096  0.215
H 0.291 -1.167 -1.673  0.491
H 2.631 -0.075 2.461  0.221
H 3.254 1.096 1.472  0.216
H 1.436 1.228 1.964  0.223
H 2.696 -1.459 -1.041  0.215
H 3.434 0.209 -0.721  0.206
H 3.901 -1.221 0.433  0.214
H 0.614 -1.627 1.830  0.233
H 1.985 -2.502 1.127  0.217
H 0.425 -2.104 0.187  0.202

Computed properties:
E_LUMO	0.737	eV
energy	-25103.9276	eV
net charge	0
SMILES	CCO[P@@](C)(=O)[C@](C)(O)C(C)(C)C
energy above the lowest of the compared OMol25 structures with the same formula, charge and spin	4.5	kcal/mol
gap between HOMO and LUMO	9.1	eV
HOMO level	-8.34	eV